[1]
A molecular structure, C45H66CdN10O4SSi2Te. Source: the OMol25 dataset; level of theory: ωB97M-V with the def2-TZVPD basis set.

XYZ file:
```
130
Properties=species:S:1:pos:R:3:forces:R:3
Cd -0.318 0.357 -0.010 0.19 -0.32 0.11
C 1.230 -3.551 1.008 -0.02 -0.01 0.01
O 1.379 -2.201 0.622 0.02 0.00 -0.01
C 2.621 -1.643 0.725 -0.01 0.00 0.03
C 3.649 -2.185 1.477 0.01 0.01 0.00
C 4.886 -1.538 1.552 -0.01 0.01 0.00
C 5.069 -0.349 0.861 -0.01 -0.01 0.00
C 4.048 0.189 0.089 0.00 -0.01 0.00
C 2.798 -0.441 -0.007 0.07 0.05 -0.05
N 1.750 -0.003 -0.782 -0.03 -0.11 -0.14
N 2.118 0.856 -1.734 0.03 0.01 0.04
C 1.219 1.190 -2.685 0.01 -0.01 -0.02
C -0.058 0.588 -2.960 0.01 0.04 0.05
O -0.776 -0.124 -2.108 0.01 0.28 -0.07
C -0.563 0.756 -4.279 0.01 -0.01 -0.01
C -0.049 1.635 -5.193 -0.03 0.01 0.01
C 1.050 2.456 -4.838 0.01 0.01 -0.01
C 1.536 3.478 -5.685 0.00 0.00 0.01
C 2.596 4.266 -5.317 0.00 0.01 0.00
C 3.218 4.051 -4.072 -0.01 0.00 0.00
C 2.772 3.055 -3.237 -0.01 0.01 0.00
C 1.680 2.230 -3.591 0.01 0.00 0.01
H 2.018 -4.169 0.565 0.00 0.00 0.00
H 1.262 -3.664 2.099 0.00 0.00 0.00
H 0.261 -3.867 0.636 0.02 0.01 0.00
H 3.499 -3.120 2.000 -0.01 0.00 0.00
H 5.687 -1.970 2.139 0.00 0.00 0.00
H 6.022 0.165 0.914 0.00 0.00 0.00
H 4.184 1.106 -0.464 0.00 0.00 0.00
H -1.430 0.159 -4.531 0.01 -0.02 -0.01
H -0.497 1.736 -6.176 0.00 -0.01 0.00
H 1.045 3.632 -6.641 0.00 0.00 0.00
H 2.952 5.048 -5.978 0.00 0.00 0.00
H 4.054 4.672 -3.771 0.00 0.00 0.00
H 3.243 2.882 -2.278 0.01 -0.01 0.00
C 1.216 1.612 6.526 0.00 0.00 0.00
C 1.796 2.143 5.219 0.01 0.01 0.00
N 1.713 1.204 4.116 0.00 -0.01 -0.01
C 2.736 0.164 4.036 0.01 0.02 -0.02
C 2.249 -1.211 4.483 -0.01 0.01 0.01
C 0.723 1.252 3.174 0.21 0.09 -0.07
C -0.322 2.325 3.307 -0.02 -0.02 0.01
N 0.664 0.454 2.170 -0.30 -0.18 0.07
H 1.251 2.379 7.302 0.01 0.00 0.00
H 1.777 0.747 6.880 -0.01 -0.01 -0.01
H 0.177 1.306 6.389 0.00 0.01 0.00
H 2.851 2.394 5.362 0.00 0.01 0.00
H 1.302 3.072 4.941 -0.01 -0.01 0.00
H 3.566 0.486 4.668 0.00 0.00 0.00
H 3.134 0.115 3.018 0.01 0.01 0.01
H 1.920 -1.191 5.523 0.00 0.00 0.00
H 3.055 -1.938 4.384 0.00 0.00 0.00
H 1.415 -1.553 3.869 0.01 -0.01 0.00
H -0.718 2.388 4.322 0.00 0.00 0.00
H -1.126 2.104 2.610 0.02 0.02 -0.02
H 0.110 3.294 3.047 0.00 0.00 0.01
H 1.440 -0.200 2.133 -0.01 0.00 -0.01
O -2.275 1.081 1.079 -0.13 0.10 -0.06
N -3.163 0.276 1.630 0.12 0.02 -0.02
C -4.412 0.247 1.148 -0.01 -0.07 0.08
C -5.347 -0.555 1.769 -0.07 -0.02 -0.04
C -4.976 -1.356 2.832 0.04 -0.39 -0.27
C -3.628 -1.448 3.184 -0.79 1.91 1.20
C -2.777 -0.491 2.659 0.29 -0.39 -0.42
H -4.584 0.873 0.286 0.00 0.01 0.02
H -6.369 -0.530 1.418 0.01 0.00 -0.02
H -5.710 -1.972 3.333 -0.01 0.02 0.01
H -3.376 -1.824 4.164 0.23 -0.64 -0.29
H -1.739 -0.376 2.935 0.00 0.02 -0.01
C -3.003 4.659 -3.545 0.01 0.02 0.03
Si -4.610 3.844 -4.085 -0.01 -0.01 -0.02
C -4.384 3.146 -5.806 0.03 -0.02 0.00
C -5.945 5.173 -4.117 0.00 0.00 -0.02
C -5.121 2.465 -2.927 -0.03 -0.06 -0.02
Te -3.381 1.245 -2.510 -0.07 0.02 0.05
C -4.448 -0.572 -2.117 -0.03 0.01 0.08
Si -4.579 -1.691 -3.609 0.07 -0.09 0.00
C -2.882 -2.381 -3.999 0.01 0.06 -0.03
C -5.770 -3.085 -3.184 0.00 0.00 0.01
C -5.273 -0.762 -5.090 -0.04 0.02 0.02
H -2.518 5.134 -4.403 -0.02 0.03 0.01
H -2.283 3.949 -3.131 0.00 -0.01 -0.03
H -3.185 5.439 -2.799 -0.01 -0.02 0.02
H -4.163 3.941 -6.523 0.00 0.00 0.00
H -5.278 2.617 -6.146 0.00 0.00 0.00
H -3.548 2.442 -5.816 0.00 0.00 0.00
H -5.648 6.018 -4.743 0.00 0.00 -0.01
H -6.138 5.554 -3.111 0.00 0.00 0.00
H -6.885 4.779 -4.509 0.00 0.00 0.00
H -5.848 1.832 -3.443 -0.01 0.01 0.00
H -5.577 2.823 -2.002 0.01 0.01 0.00
H -5.408 -0.314 -1.664 -0.02 0.05 -0.07
H -3.855 -1.085 -1.353 -0.02 -0.03 0.00
H -2.167 -2.120 -3.213 -0.01 -0.01 0.00
H -2.492 -1.991 -4.942 0.00 0.00 0.00
H -2.913 -3.471 -4.075 0.00 0.00 0.01
H -5.392 -3.656 -2.331 0.01 0.00 0.00
H -5.892 -3.774 -4.023 0.00 0.00 0.00
H -6.757 -2.696 -2.920 0.00 0.00 0.00
H -4.682 0.135 -5.290 0.01 -0.01 -0.01
H -6.311 -0.458 -4.928 0.00 0.01 0.00
H -5.243 -1.391 -5.983 -0.01 0.00 0.00
C -1.141 6.275 -0.377 -0.01 0.00 0.01
N -0.425 5.030 -0.427 0.00 0.01 -0.02
C 1.015 4.934 -0.336 0.01 0.02 -0.01
C 1.205 3.447 -0.022 0.00 -0.02 0.01
O 2.269 2.950 0.246 -0.02 0.03 0.10
N -0.037 2.831 -0.043 -0.01 0.00 0.26
C -0.937 3.802 -0.158 0.04 -0.02 -0.29
N -2.242 3.592 -0.036 0.04 0.07 0.19
H -0.597 7.018 -0.959 0.00 0.00 0.00
H -1.261 6.653 0.646 0.00 0.00 0.00
H -2.124 6.174 -0.835 0.00 0.00 -0.01
H 1.416 5.540 0.481 0.01 0.01 -0.01
H 1.521 5.195 -1.268 -0.02 -0.02 -0.02
H -2.542 2.655 0.245 -0.02 -0.02 -0.06
H -2.899 4.345 -0.098 -0.01 -0.01 -0.08
C -1.651 -7.343 1.252 0.00 0.01 -0.01
C -2.142 -5.987 1.679 -0.02 -0.02 0.06
C -2.778 -5.804 2.908 0.00 0.02 0.00
C -3.111 -4.496 3.207 0.03 -0.08 -0.05
N -2.890 -3.490 2.386 0.13 -0.33 -0.13
C -2.314 -3.733 1.181 0.06 -0.13 0.08
S -2.075 -2.463 0.061 0.02 0.05 -0.02
N -1.910 -4.990 0.845 -0.03 0.04 -0.09
H -2.110 -8.140 1.837 0.00 0.00 0.00
H -0.569 -7.395 1.383 0.00 0.00 0.00
H -1.859 -7.493 0.194 0.00 0.00 0.00
H -2.978 -6.622 3.586 0.01 0.00 0.00
H -3.583 -4.240 4.158 0.01 -0.04 0.00
```
Positions in Å, forces in eV/Å.

The charge is -1. The calculation puts the energy at -109277.653 eV. The HOMO energy (alpha / beta) is -2.039 / -3.557 eV. As for the spin multiplicity: 2. The LUMO energy (alpha / beta) is 1.78 / 1.78 eV. The calculation puts the relative energy (zero: lowest compared OMol25 entry of this formula, charge and spin) at 134.52 kJ/mol.

Here are the Mulliken charges for atoms 1 to 8, given in e:
1. Cd 4.296
2. C -1.047
3. O 0.141
4. C -0.265
5. C -0.623
6. C -0.854
7. C -0.950
8. C -0.310

***

[2]
A molecular structure, C16H23InO2S4Se2Te2. Source: the OMol25 dataset; level of theory: ωB97M-V with the def2-TZVPD basis set.

XYZ file:
```
50
Properties=species:S:1:pos:R:3:forces:R:3
In -1.085 -1.387 -0.649 -0.12 -0.09 -0.36
C -0.595 2.731 1.263 0.07 0.15 0.04
C 0.849 2.815 0.787 -0.07 0.09 -0.01
S 1.722 1.241 0.718 0.04 -0.02 -0.12
C 1.446 0.643 2.393 -0.01 -0.10 0.12
C 1.876 -0.814 2.504 0.07 0.04 0.09
S 0.835 -2.007 1.618 0.07 -0.01 0.01
C -0.169 -2.646 2.971 0.00 -0.05 0.11
C -1.142 -1.650 3.591 0.06 -0.10 0.00
S -2.398 -1.194 2.373 -0.05 0.03 -0.02
C -2.645 0.558 2.763 -0.06 0.09 0.01
C -2.950 1.381 1.516 -0.03 0.03 0.12
S -1.573 1.509 0.358 -0.09 -0.06 -0.09
H -1.070 3.704 1.120 0.03 0.02 0.02
H -0.631 2.510 2.330 0.02 -0.01 0.00
H 1.389 3.519 1.424 0.01 -0.01 0.01
H 0.896 3.203 -0.232 -0.02 -0.04 -0.02
H 0.387 0.718 2.640 -0.02 0.03 -0.06
H 2.017 1.253 3.098 -0.01 -0.01 0.03
H 1.879 -1.123 3.551 0.04 0.03 0.01
H 2.895 -0.937 2.133 -0.01 -0.01 -0.04
H 0.498 -3.056 3.733 0.00 0.03 0.00
H -0.703 -3.487 2.524 -0.04 0.01 0.01
H -0.623 -0.751 3.926 0.02 -0.01 0.00
H -1.611 -2.102 4.466 -0.03 -0.01 -0.01
H -1.751 0.929 3.266 0.01 0.02 -0.01
H -3.475 0.654 3.465 0.00 0.00 0.00
H -3.255 2.389 1.803 0.01 0.00 0.01
H -3.768 0.937 0.951 0.00 -0.02 -0.01
C 3.314 -0.990 -1.964 0.04 -0.02 -0.07
C 1.823 -0.793 -2.066 -0.13 0.06 -0.17
O 1.138 -1.349 -1.195 0.05 0.03 0.16
C 1.257 -0.005 -3.141 0.24 -0.11 0.14
C 2.104 0.456 -4.176 -0.02 0.02 -0.02
C 1.628 1.192 -5.226 -0.14 -0.01 0.07
C 0.253 1.499 -5.258 0.05 0.03 -0.06
C -0.597 1.076 -4.273 0.08 0.02 0.00
C -0.129 0.304 -3.177 -0.10 0.03 0.07
O -0.993 -0.043 -2.277 0.08 0.00 -0.13
H 3.527 -1.485 -1.020 0.01 0.00 0.00
H 3.846 -0.040 -2.019 -0.02 -0.01 0.04
H 3.671 -1.619 -2.782 -0.02 0.01 0.01
H 3.156 0.208 -4.143 -0.01 0.00 0.00
H 2.290 1.525 -6.013 -0.02 0.01 -0.01
H -0.141 2.083 -6.082 0.00 -0.01 0.00
H -1.654 1.305 -4.296 0.01 0.00 0.00
Se -0.729 -3.945 -0.538 0.08 -0.02 0.03
Te -2.877 -4.717 -1.579 -0.08 -0.05 0.02
Te -4.490 -3.166 -0.093 -0.03 -0.11 -0.03
Se -3.647 -1.035 -1.087 0.05 0.10 0.08
```
Positions in Å, forces in eV/Å.

The charge is 0. The calculation puts the energy at -214856.998 eV. The HOMO energy is -7.119 eV. The LUMO energy is -0.05 eV. The calculation puts the relative energy (zero: lowest compared OMol25 entry of this formula, charge and spin) at 0.00 kJ/mol.

Here are the Mulliken charges for atoms 1 to 8, given in e:
1. In 0.687
2. C -0.991
3. C -0.991
4. S 0.052
5. C 0.835
6. C -1.328
7. S 0.282
8. C -0.991

***

[3]
C2H3ClN2O in the gas phase. Source: the OMol25 dataset; level of theory: ωB97M-V with the def2-TZVPD basis set.

XYZ file:
```
9
Properties=species:S:1:pos:R:3:forces:R:3
C -0.712 0.382 -0.341 3.20 -0.38 -0.29
C 0.865 0.400 0.101 -4.11 -1.32 -0.53
N -1.145 1.499 -0.616 0.57 0.97 0.30
N 1.763 -0.523 -0.500 1.31 -2.20 -1.06
O 1.466 -1.699 -0.618 -0.01 1.75 0.59
Cl -1.359 -1.196 -0.551 -0.90 -0.15 0.03
H 0.753 0.253 1.143 0.63 -0.13 1.35
H 1.162 1.349 -0.187 0.75 1.79 -0.06
H -2.044 1.668 -0.979 -1.45 -0.34 -0.33
```
Positions in Å, forces in eV/Å.

The charge is 0. The calculation puts the energy at -19669.177 eV. The HOMO energy (alpha / beta) is -9.174 / -9.176 eV. The SMILES is [H]/N=C(\Cl)CN=O. The LUMO energy (alpha / beta) is -0.40 / -0.40 eV. The calculation puts the relative energy (zero: lowest compared OMol25 entry of this formula, charge and spin) at 327.38 kJ/mol.

Here are the Mulliken charges for atoms 1 to 8, given in e:
1. C 0.348
2. C -0.291
3. N -0.479
4. N -0.065
5. O -0.257
6. Cl -0.134
7. H 0.294
8. H 0.318

***

[4]
A molecular structure, C34H27Br5CdN7O3. Source: the OMol25 dataset; level of theory: ωB97M-V with the def2-TZVPD basis set.

XYZ file:
```
77
Properties=species:S:1:pos:R:3:forces:R:3
Cd 1.416 0.797 0.244 1.17 0.28 0.01
Br 8.755 -1.431 -1.549 0.02 -0.15 0.20
C 7.115 -1.062 -0.676 -0.42 -1.63 1.14
C 6.690 -1.700 0.517 1.35 0.15 -0.81
Br 7.916 -2.833 1.391 0.25 -0.29 0.32
C 5.428 -1.495 1.077 -1.34 1.30 -0.99
Br 4.649 -2.497 2.553 0.58 0.31 -0.70
C 4.516 -0.577 0.426 4.83 -1.23 -0.94
O 3.301 -0.676 0.553 -4.92 0.84 0.81
C 5.143 0.339 -0.589 0.51 -0.33 2.34
O 4.774 1.553 -0.662 -1.46 0.59 -1.05
C 6.251 -0.172 -1.272 -1.04 0.54 0.00
Br 6.324 0.429 -3.048 0.57 0.37 -0.58
N 2.983 2.483 1.367 0.64 -0.69 -0.99
C 2.559 3.852 1.073 0.30 0.52 0.89
C 2.830 4.387 -0.357 -0.88 -0.95 0.65
C 1.915 3.676 -1.368 -1.43 0.42 0.77
N 2.110 2.234 -1.485 0.42 -0.44 0.88
H 3.197 2.438 2.366 0.05 -0.34 -0.62
H 3.843 2.277 0.781 -0.76 -0.25 0.86
H 3.114 4.446 1.829 -0.47 0.55 -0.63
H 1.474 3.920 1.298 0.52 0.20 -0.23
H 3.865 4.303 -0.673 0.27 0.01 0.22
H 2.532 5.440 -0.271 0.18 -0.11 -0.50
H 2.004 4.092 -2.359 0.01 0.62 -0.33
H 0.873 3.832 -0.978 0.66 0.03 -0.62
H 3.114 2.033 -1.423 0.33 -0.34 -0.10
H 1.748 1.858 -2.346 -0.07 0.06 -0.26
Br -6.203 -3.010 -2.155 -0.19 -0.28 -0.59
C -5.978 -3.087 -0.289 -1.36 1.19 0.20
C -5.158 -4.044 0.270 -0.38 -0.35 -0.64
C -4.703 -3.833 1.543 0.32 0.67 0.93
C -5.093 -2.620 2.145 -0.52 -0.56 1.40
C -6.253 -1.925 1.779 -0.08 -0.14 -1.30
C -6.649 -2.067 0.463 0.74 -1.32 -0.44
N -4.138 -2.050 2.973 1.28 0.84 0.66
N -4.255 -0.771 3.003 -0.18 0.13 -1.29
C -3.147 0.036 2.887 -1.06 0.53 0.73
C -3.420 1.417 2.501 1.36 -2.32 1.03
C -2.350 2.184 2.108 0.13 1.32 0.48
C -1.062 1.627 1.806 0.39 1.43 -1.27
O -0.208 2.267 1.077 -1.01 -0.82 1.33
C -0.779 0.311 2.318 -0.85 -2.23 -0.39
N 0.387 -0.294 1.988 0.38 0.38 1.26
C 0.785 -1.362 2.698 0.22 0.94 -0.93
C -0.066 -1.993 3.585 -1.37 -0.60 1.10
C -1.429 -1.635 3.630 2.03 -0.19 -0.66
C -1.805 -0.464 2.965 0.22 1.39 -0.40
H -4.859 -4.918 -0.298 0.11 0.21 -0.09
H -3.928 -4.465 2.015 -0.51 0.61 -0.39
H -6.708 -1.174 2.403 0.33 0.17 0.11
H -7.385 -1.411 -0.016 0.30 -0.41 0.24
H -4.444 1.769 2.586 0.23 0.04 -0.02
H -2.421 3.295 2.136 -0.07 -0.91 -0.79
H 1.815 -1.676 2.531 -0.18 -0.11 -0.14
H 0.304 -2.796 4.252 -0.22 0.43 -0.76
H -2.153 -2.270 4.091 -0.22 -0.02 0.42
C -2.987 2.474 -2.425 -0.03 -1.10 0.30
C -3.214 1.489 -3.392 0.36 -0.38 -0.12
C -2.326 0.397 -3.414 -0.30 1.25 1.13
C -1.382 0.275 -2.371 -1.24 0.19 -0.34
N -1.337 1.116 -1.335 1.13 -0.76 -0.67
C -2.057 2.207 -1.411 -0.15 1.42 0.12
C -0.449 -0.847 -2.429 2.45 -2.40 -0.41
C -0.764 -2.000 -3.209 -0.22 0.64 0.04
C 0.171 -3.025 -3.347 -1.19 -0.21 -0.35
C 1.396 -2.871 -2.744 1.83 -1.79 -0.46
C 1.745 -1.730 -2.079 -1.41 1.72 0.93
N 0.799 -0.761 -1.862 -0.30 0.08 -0.31
H -3.580 3.354 -2.320 -0.33 0.46 -0.25
H -4.040 1.512 -4.133 0.74 0.31 0.60
H -2.396 -0.342 -4.180 -0.02 -0.14 -0.38
H -1.817 2.961 -0.638 -0.50 -0.54 -0.32
H -1.739 -2.033 -3.726 0.74 -0.33 0.52
H -0.077 -3.949 -3.929 0.26 1.00 0.64
H 2.166 -3.674 -2.812 -0.71 0.69 -0.08
H 2.753 -1.542 -1.659 -0.81 -0.17 -0.12
```
Positions in Å, forces in eV/Å.

The charge is -1. The calculation puts the energy at -407045.253 eV. The HOMO energy is -2.940 eV. The LUMO energy is 1.06 eV. The calculation puts the relative energy (zero: lowest compared OMol25 entry of this formula, charge and spin) at 155.59 kJ/mol.

Here are the Mulliken charges for atoms 1 to 8, given in e:
1. Cd 3.834
2. Br -0.217
3. C -0.134
4. C 0.578
5. Br -0.244
6. C -0.580
7. Br -0.218
8. C 0.162